1.
This record from OMol25 describes a structure of composition C15H10F5N3O2W. The level of theory is the ωB97M-V functional and the def2-TZVPD basis.

```
! RIJCOSX wB97M-V def2-TZVPD def2/J DEFGRID3
* xyz 2 3
W -0.44822 -1.15647 0.75183
O 1.57659 2.82023 -2.45026
C 2.20761 1.70088 -2.76669
C 3.08047 1.75296 -3.85565
C 3.77022 0.63030 -4.23998
C 3.62442 -0.59652 -3.56134
C 2.77809 -0.67731 -2.49928
C 2.04637 0.46332 -2.07448
C 1.16643 0.36474 -0.98196
O 1.02797 -0.84761 -0.35141
N 0.45427 1.35095 -0.47271
N -0.27190 0.89319 0.57253
C -0.87552 1.67016 1.41022
C -1.43958 0.98814 2.55863
C -2.04381 1.62123 3.62051
C -2.44616 0.85684 4.71582
C -2.21495 -0.50873 4.71779
C -1.60123 -1.08736 3.62165
N -1.22819 -0.36203 2.55259
H 0.98769 2.71117 -1.68654
H 3.19053 2.69580 -4.37287
H 4.44368 0.68862 -5.08493
H 4.18315 -1.46247 -3.88511
H 2.65687 -1.60910 -1.96551
H -0.88124 2.74639 1.28646
H -2.19044 2.69259 3.60021
H -2.92478 1.33249 5.56175
H -2.50173 -1.12994 5.55420
H -1.40874 -2.15311 3.58807
F -3.28181 -0.94145 -0.22045
C -2.09836 -1.41611 -0.62181
F -1.84905 -1.05172 -1.87940
C -2.00459 -2.93681 -0.43363
F -2.09393 -3.05517 0.95407
F -0.65631 -3.18247 -0.64229
F -2.73382 -3.80562 -1.02001
*
```

HOMO level (alpha / beta)   -0.5275 / -0.5282 Ha
ΔE to the lowest compared entry with this formula, charge and spin   0.6 kcal/mol



2.
This record from OMol25 describes a cluster of 6 separate species, C36H30N6O12 in total at a distorted geometry. The level of theory is the ωB97M-V functional and the def2-TZVPD basis.

```
! RIJCOSX wB97M-V def2-TZVPD def2/J DEFGRID3
* xyz 0 1
O -1.21116 -3.96350 -3.92157
N -1.57993 -2.99015 -4.56486
O -0.91486 -1.96603 -4.90031
C -2.93040 -3.02410 -5.15183
C -3.98990 -3.74436 -4.49505
C -5.29775 -3.70983 -4.94754
C -5.58248 -3.09203 -6.07848
C -4.64120 -2.41805 -6.81360
C -3.28400 -2.35682 -6.39139
H -3.83115 -4.36940 -3.62872
H -6.02962 -4.38052 -4.52218
H -6.59939 -3.05484 -6.44029
H -5.04772 -1.84220 -7.63185
H -2.58925 -1.84152 -7.03807
O 7.53686 5.60407 0.77494
N 6.69209 5.18714 -0.01827
O 6.93428 5.20332 -1.22663
C 5.50293 4.54279 0.49135
C 5.29631 4.45494 1.88289
C 4.14107 3.86043 2.41594
C 3.17200 3.33774 1.54291
C 3.36449 3.30054 0.17138
C 4.53504 3.93059 -0.39953
H 5.98655 4.94263 2.55529
H 3.94312 3.99434 3.46917
H 2.18982 3.06258 1.89788
H 2.62675 2.91223 -0.51517
H 4.65738 4.01382 -1.46935
O 2.78116 -2.39111 2.38756
N 2.01404 -1.43489 2.24104
O 1.94279 -0.66163 3.21233
C 1.14291 -1.31605 1.09807
C 0.38857 -0.12653 0.85375
C -0.53176 -0.03101 -0.20400
C -0.56975 -1.10962 -1.03131
C 0.12372 -2.32130 -0.85010
C 1.05916 -2.32789 0.15561
H 0.59317 0.79257 1.38270
H -0.99425 0.92939 -0.37759
H -1.26336 -1.02010 -1.85428
H -0.00901 -3.11932 -1.56560
H 1.64847 -3.20725 0.36976
O -4.04230 0.49385 -1.41509
N -4.28035 -0.29140 -2.28818
O -3.51105 -0.79271 -3.09587
C -5.77768 -0.62882 -2.49749
C -6.64142 -0.92100 -1.39858
C -7.95685 -1.37530 -1.69753
C -8.49983 -1.50507 -2.94975
C -7.65383 -1.14430 -3.98709
C -6.34761 -0.68250 -3.75909
H -6.26317 -0.88981 -0.38746
H -8.73816 -1.63777 -0.99964
H -9.48159 -1.79960 -3.29005
H -7.85583 -1.19251 -5.04694
H -5.73153 -0.42246 -4.60717
O 7.06869 -4.36048 8.28023
N 6.28622 -3.49274 7.90012
O 5.45972 -3.05175 8.70398
C 6.08407 -3.24620 6.39500
C 5.09152 -2.40340 5.97057
C 5.09303 -2.08462 4.60241
C 6.12390 -2.40970 3.74460
C 7.12663 -3.27754 4.24621
C 7.09298 -3.71866 5.56478
H 4.30311 -2.03112 6.60792
H 4.29510 -1.43865 4.26712
H 5.97864 -2.15671 2.70474
H 7.82332 -3.75436 3.57266
H 7.87451 -4.41111 5.84067
O 1.37539 5.29527 2.95417
N 0.77977 5.42692 1.82531
O 1.30123 6.03288 0.86141
C -0.36147 4.59590 1.46417
C -1.21150 4.10614 2.50839
C -2.28036 3.22782 2.23552
C -2.49339 2.81902 0.93629
C -1.64598 3.24057 -0.12356
C -0.57676 4.11594 0.15249
H -1.12944 4.69320 3.41118
H -2.85477 2.93542 3.10210
H -3.37365 2.27108 0.63411
H -1.86541 3.09796 -1.17137
H 0.04056 4.51907 -0.63669
*
```

HOMO level   -0.3534 Ha
ΔE to the lowest compared entry with this formula, charge and spin   85.5 kcal/mol
Structure (SMILES)   O=[N+]([O-])c1ccccc1.O=[N+]([O-])c1ccccc1.O=[N+]([O-])c1ccccc1.O=[N+]([O-])c1ccccc1.O=[N+]([O-])c1ccccc1.O=[N+]([O-])c1ccccc1



3.
This record from OMol25 describes the ion C12H17N2 with charge +1 at a distorted geometry. The level of theory is the ωB97M-V functional and the def2-TZVPD basis.

```
! RIJCOSX wB97M-V def2-TZVPD def2/J DEFGRID3
* xyz 1 1
C 4.29301 -0.40772 0.24051
C 3.54110 0.30154 -0.63679
C 3.66111 -0.89694 1.40897
C 2.18200 0.46451 -0.48381
C 2.31960 -0.83203 1.55876
C 1.54857 -0.20269 0.62183
C -1.86450 1.74883 0.29604
C 0.12789 -0.07511 0.72651
C -0.50784 -2.54685 0.75200
C -2.26886 0.81753 -1.95719
C -3.89086 2.18295 -0.90158
C -0.61899 -1.13348 1.37570
N -0.47694 1.03183 0.27664
N -2.53681 1.62294 -0.81077
H 5.32801 -0.44543 0.20744
H 3.94969 0.66364 -1.59888
H 4.22115 -1.62806 2.08560
H 1.73327 0.90722 -1.40387
H 1.70686 -1.25551 2.34950
H -1.12813 -2.37207 -0.21819
H -0.99454 -3.20560 1.39337
H 0.54009 -2.84590 0.65319
H -2.02355 1.47059 -2.86911
H -1.43190 0.00435 -1.85254
H -3.01710 0.05366 -2.25130
H -4.65555 1.63772 -0.29385
H -3.71454 3.20345 -0.37197
H -4.09612 2.21840 -2.01978
H -0.34136 -1.22972 2.45088
H -1.73469 -0.93933 1.42670
H 0.14992 1.68730 -0.15402
*
```

HOMO level   -0.4676 Ha
ΔE to the lowest compared entry with this formula, charge and spin   86.8 kcal/mol



4.
This record from OMol25 describes a structure of composition C30H45BrCuN4OP2 at a distorted geometry. The level of theory is the ωB97M-V functional and the def2-TZVPD basis.

```
! RIJCOSX wB97M-V def2-TZVPD def2/J DEFGRID3
* xyz 2 2
C -0.28993 6.29272 -3.48540
C -0.54260 4.94771 -3.92068
C -0.75934 4.78661 -5.30175
C -0.93993 5.89235 -6.14044
N -0.79988 7.13279 -5.68072
C -0.46026 7.34897 -4.41015
C -0.55063 3.66236 -3.20011
C -0.80290 2.88362 -2.18941
C -1.29439 2.29143 -0.96011
C -0.35572 1.74919 -0.05517
C -0.70687 0.70242 0.80149
C -2.00964 0.21017 0.77175
C -2.99867 0.88391 0.04236
C -2.66210 1.96479 -0.75472
Cu 0.00067 1.88903 -3.52054
P 2.42875 -0.77406 0.92028
H -0.73933 3.80019 -5.75513
H 0.09534 6.56356 -2.49996
H -1.20332 5.75995 -7.19507
H -0.32524 8.40464 -4.12154
H -3.45262 2.51146 -1.26142
H 0.68094 2.09472 -0.09077
H -4.02429 0.52408 0.09128
H 0.01047 0.24402 1.47621
C 2.23110 -2.24186 2.03789
C 2.92984 -3.54928 1.65872
H 1.13948 -2.39692 2.10092
H 2.56030 -1.88543 3.02830
H 2.83104 -4.25803 2.49292
H 2.46736 -4.02045 0.78079
H 4.00402 -3.41855 1.47064
C 2.81470 -1.47135 -0.74649
C 3.49841 -0.49201 -1.70118
H 1.83995 -1.75795 -1.17262
H 3.39635 -2.39389 -0.62571
H 3.35825 -0.84000 -2.73235
H 3.06196 0.51302 -1.63411
H 4.57760 -0.43070 -1.50623
C 4.09020 -0.14498 1.44451
C 5.24814 -1.13366 1.47958
H 3.89613 0.28022 2.44287
H 4.31323 0.69241 0.76421
H 6.17529 -0.57527 1.66009
H 5.14572 -1.85711 2.29650
H 5.37806 -1.67770 0.53432
Br -2.45394 -1.49908 1.44436
P -2.18014 -2.55912 -0.94499
C -0.55207 -3.34069 -0.84555
C -0.38925 -4.70956 -1.52817
H -0.32673 -3.45083 0.23126
H 0.17533 -2.62298 -1.25154
H 0.65948 -4.84251 -1.83415
H -0.62874 -5.53361 -0.83723
H -1.01493 -4.80913 -2.42613
C -3.35169 -3.90265 -0.51393
C -4.50075 -4.30311 -1.43093
H -3.78979 -3.59209 0.45238
H -2.74381 -4.79310 -0.28597
H -5.33991 -4.64269 -0.81534
H -4.86449 -3.49117 -2.06427
H -4.23001 -5.15411 -2.06339
C -2.51900 -1.55827 -2.39144
C -2.71749 -2.35301 -3.69400
H -1.67028 -0.85468 -2.49781
H -3.41403 -0.94811 -2.16877
H -3.06340 -1.66237 -4.47340
H -1.76925 -2.79614 -4.02969
H -3.46748 -3.14526 -3.56906
C 2.27058 2.13705 6.06729
N 1.00656 1.91176 5.39396
C -0.13384 2.43119 5.90771
C -1.30099 2.23400 5.24747
C -1.25685 1.40148 4.09766
N -0.13564 0.94894 3.55620
C 1.04408 1.19029 4.18240
O 2.14396 0.80287 3.75966
N -2.44047 1.05672 3.54115
H 2.91643 2.79804 5.47846
H 2.80542 1.19484 6.22053
H 2.06032 2.60610 7.02796
H -0.02845 2.97505 6.84820
H -2.25741 2.59324 5.59924
H -3.29533 1.37974 3.97602
H -2.50165 0.19582 2.99999
*
```

HOMO level (alpha / beta)   -0.4437 / -0.4437 Ha
ΔE to the lowest compared entry with this formula, charge and spin   2.3 kcal/mol